[1]
Here is a cluster of 2 separate species, C3H9NO2 in total from the OMol25 dataset. Energies are from wB97M-V/def2-TZVPD.

expectation value of S²: 0.75
HOMO level (spin up / spin down): 0.66 / -3.89 eV
lowest unoccupied orbital energy (spin up / spin down): 4.335 / 4.110 eV

Geometry as ORCA input:
```
! wB97M-V def2-TZVPD RIJCOSX def2/J DEFGRID3
* xyz -1 2
C 1.7809 -0.4536 -0.5241
C 0.2818 -0.2995 -0.5448
N -0.3696 0.2030 0.5934
C 0.2185 1.1299 1.4785
O -0.3435 -0.4715 -1.6910
H 2.2481 -0.1219 0.4083
H 2.2343 0.1030 -1.3488
H 2.0251 -1.5331 -0.6421
H -1.3182 -0.0361 0.8615
H -0.5817 1.5212 2.1364
H 0.8965 0.6949 2.2242
H 0.6835 1.9634 0.9504
H -1.9358 -0.4525 -1.2869
H -2.8965 -1.6017 -1.3393
O -2.9235 -0.6456 -1.2757
*
```

Atomic partial charges in e from the Mulliken method, atoms 1 to 6: number 1, C, carries -0.872; number 2, C, carries 0.411; number 3, N, carries -0.172; number 4, C, carries -1.312; number 5, O, carries -0.944; number 6, H, carries 0.276

=====

[2]
Here is a structure of composition C3H9NO2 from the OMol25 dataset. Energies are from wB97M-V/def2-TZVPD.

HOMO level: -8.55 eV
lowest unoccupied orbital energy: -3.424 eV

Geometry as ORCA input:
```
! wB97M-V def2-TZVPD RIJCOSX def2/J DEFGRID3
* xyz 0 1
C 1.1090 -0.2006 0.6371
C -0.2236 -0.6559 0.1992
C -0.9630 -0.0620 -0.8779
N -0.4989 0.9721 -1.4646
O 0.5047 -2.8835 1.0228
H 1.9041 -0.8360 0.2440
H 1.2820 0.8604 0.4904
H 1.0401 -0.4086 1.7095
H -1.9186 -0.4543 -1.2140
H -0.3278 -1.7381 0.4947
H -0.2844 1.8315 -0.6209
H -1.1232 1.3527 -2.1728
H 0.6898 -3.8094 1.2156
H -0.5995 3.4593 0.3537
O -0.0752 2.6611 0.1948
*
```

Atomic partial charges in e from the Mulliken method, atoms 1 to 6: number 1, C, carries -0.855; number 2, C, carries -0.107; number 3, C, carries 0.000; number 4, N, carries -0.388; number 5, O, carries -0.809; number 6, H, carries 0.302

=====

[3]
Here is a cluster of 2 separate species, C3H9NO2 in total from the OMol25 dataset. Energies are from wB97M-V/def2-TZVPD.

SMILES: CC(=O)O.CN
HOMO level: -9.25 eV
lowest unoccupied orbital energy: 0.706 eV

Geometry as ORCA input:
```
! wB97M-V def2-TZVPD RIJCOSX def2/J DEFGRID3
* xyz 0 1
C -1.5265 0.5304 -0.3234
C -1.1766 -0.8616 -0.2304
O -0.8895 -1.7975 -0.9328
O -1.0282 -1.1649 1.1629
H -1.5266 0.8319 -1.3307
H -0.9656 1.2820 0.3732
H -2.6419 0.9069 -0.1157
H -1.1352 -2.1079 1.3130
C 2.7067 1.6357 0.3296
N 1.4571 1.1805 -0.3088
H 3.0679 0.9008 1.0653
H 2.3631 2.5057 0.9832
H 3.6214 2.0565 -0.2367
H 1.4881 0.2767 -0.9872
H 0.8488 0.9555 0.6020
*
```

Atomic partial charges in e from the Mulliken method, atoms 1 to 6: number 1, C, carries -0.981; number 2, C, carries 0.804; number 3, O, carries -0.550; number 4, O, carries -0.477; number 5, H, carries 0.368; number 6, H, carries 0.264

=====

[4]
Here is a cluster of 2 separate species, C3H9NO2 in total from the OMol25 dataset. Energies are from wB97M-V/def2-TZVPD.

SMILES: C/C(O)=C\N.O
HOMO level: -7.92 eV
lowest unoccupied orbital energy: 0.729 eV

Geometry as ORCA input:
```
! wB97M-V def2-TZVPD RIJCOSX def2/J DEFGRID3
* xyz 0 1
C 1.2197 0.6200 0.8977
C 0.5153 0.3254 -0.4016
O 1.3619 0.4570 -1.5051
C -0.8360 0.4940 -0.5602
N -1.7355 0.6706 0.4625
H 2.2715 0.3664 0.7873
H 1.1445 1.6722 1.1786
H 0.8021 0.0122 1.7014
H 0.9586 1.0238 -2.1719
H -1.2677 0.4080 -1.5485
H -1.3651 0.4970 1.3863
H -2.6295 0.2223 0.3221
O -0.4866 -2.2610 -0.0262
H -0.0948 -3.1032 -0.2731
H 0.1416 -1.4048 -0.2494
*
```

Atomic partial charges in e from the Mulliken method, atoms 1 to 6: number 1, C, carries -1.220; number 2, C, carries 0.471; number 3, O, carries -0.525; number 4, C, carries -0.442; number 5, N, carries -0.420; number 6, H, carries 0.347

=====

[5]
Here is a cluster of 2 separate species, C3H9NO2 in total from the OMol25 dataset. Energies are from wB97M-V/def2-TZVPD.

SMILES: [H]/N=C/CO.CO
HOMO level: -9.48 eV
lowest unoccupied orbital energy: 0.835 eV

Geometry as ORCA input:
```
! wB97M-V def2-TZVPD RIJCOSX def2/J DEFGRID3
* xyz 0 1
H 0.4484 2.6363 0.2374
N 0.5067 1.7737 -0.2968
C 0.7342 0.7444 0.3782
C 1.4900 -0.5617 -0.3379
O 1.5026 -1.6695 0.5432
H 0.8855 0.6818 1.4624
H 1.0637 -0.9040 -1.2854
H 2.5079 -0.2224 -0.5738
H 1.9432 -1.4070 1.3604
C -2.1539 -0.0085 -0.3779
O -1.2335 -0.4282 0.6130
H -2.2197 -0.7212 -1.2054
H -1.8602 0.9489 -0.8168
H -3.1232 0.1209 0.1011
H -0.4918 -0.9835 0.1983
*
```

Atomic partial charges in e from the Mulliken method, atoms 1 to 6: number 1, H, carries 0.234; number 2, N, carries -0.652; number 3, C, carries 0.167; number 4, C, carries -0.559; number 5, O, carries -0.503; number 6, H, carries 0.302

=====

[6]
Here is a cluster of 2 separate species, C3H9NO2 in total from the OMol25 dataset. Energies are from wB97M-V/def2-TZVPD.

SMILES: CNC(C)=O.O
HOMO level: -9.76 eV
lowest unoccupied orbital energy: 0.466 eV

Geometry as ORCA input:
```
! wB97M-V def2-TZVPD RIJCOSX def2/J DEFGRID3
* xyz 0 1
C -0.0902 -0.7567 0.2870
N 0.2100 0.4998 -0.3489
C -0.7042 1.4535 -0.6768
C -2.1042 1.2621 -0.1032
O -0.4188 2.4289 -1.3325
H -0.6959 -1.4310 -0.3256
H -0.4509 -0.6259 1.3046
H 0.8686 -1.2634 0.4207
H 1.1373 0.6237 -0.7214
H -2.0166 1.0925 0.9619
H -2.6927 2.1517 -0.3270
H -2.6399 0.4075 -0.5074
O 2.6894 -3.7770 1.7020
H 2.0282 -3.1642 1.3643
H 3.4178 -3.8963 1.0908
*
```

Atomic partial charges in e from the Mulliken method, atoms 1 to 6: number 1, C, carries -0.843; number 2, N, carries -0.121; number 3, C, carries 0.626; number 4, C, carries -1.049; number 5, O, carries -0.619; number 6, H, carries 0.289

=====

[7]
Here is a cluster of 3 separate species, C3H9NO2 in total from the OMol25 dataset. Energies are from wB97M-V/def2-TZVPD.

SMILES: C=CN=C.O.O
HOMO level: -9.10 eV
lowest unoccupied orbital energy: 0.228 eV

Geometry as ORCA input:
```
! wB97M-V def2-TZVPD RIJCOSX def2/J DEFGRID3
* xyz 0 1
C -0.2244 3.6600 1.9162
C 0.0961 2.4684 1.2250
N -0.2897 2.1983 -0.0386
C 0.6103 2.0051 -0.9449
H -1.0328 4.3178 1.7421
H 0.3687 3.9030 2.7845
H 1.0472 1.9521 1.4472
H 1.5766 1.8344 -0.5612
H 0.1346 1.7291 -1.8972
O 0.2449 -6.1333 1.9253
H 0.6074 -5.8568 1.0805
H 0.9696 -5.8230 2.5317
O -0.5703 -1.7113 -3.6178
H -0.7392 -1.0309 -2.9054
H -1.1929 -2.4586 -3.5889
*
```

Atomic partial charges in e from the Mulliken method, atoms 1 to 6: number 1, C, carries -0.724; number 2, C, carries 0.058; number 3, N, carries -0.424; number 4, C, carries -0.296; number 5, H, carries 0.299; number 6, H, carries 0.230

=====

[8]
Here is a cluster of 2 separate species, C3H9NO2 in total from the OMol25 dataset. Energies are from wB97M-V/def2-TZVPD.

SMILES: CCNC=O.O
HOMO level: -9.87 eV
lowest unoccupied orbital energy: 0.572 eV

Geometry as ORCA input:
```
! wB97M-V def2-TZVPD RIJCOSX def2/J DEFGRID3
* xyz 0 1
C 1.7094 -0.8054 0.7317
C 0.3288 -0.1191 0.7093
N -0.6908 -1.0813 1.0881
C -1.6863 -0.9742 1.9793
O -2.0294 0.1157 2.3807
H 1.7805 -1.4384 -0.1688
H 1.8563 -1.4409 1.6211
H 2.5167 -0.0545 0.6986
H 0.3745 0.6572 1.4971
H 0.1686 0.3930 -0.2590
H -0.4917 -2.0622 0.8766
H -2.0778 -1.9752 2.2834
O -0.9157 3.1567 -4.4954
H -0.5214 2.7241 -3.7045
H -0.3216 2.9046 -5.2382
*
```

Atomic partial charges in e from the Mulliken method, atoms 1 to 6: number 1, C, carries -1.105; number 2, C, carries -0.243; number 3, N, carries -0.173; number 4, C, carries 0.122; number 5, O, carries -0.572; number 6, H, carries 0.295

=====

[9]
Here is a cluster of 2 separate species, C3H9NO2 in total from the OMol25 dataset. Energies are from wB97M-V/def2-TZVPD.

SMILES: CC(N)=O.CO
HOMO level: -9.76 eV
lowest unoccupied orbital energy: 0.693 eV

Geometry as ORCA input:
```
! wB97M-V def2-TZVPD RIJCOSX def2/J DEFGRID3
* xyz 0 1
C -1.3402 -1.3139 1.3222
C -1.6174 -1.0077 -0.1335
N -0.5504 -1.1278 -0.9733
O -2.7309 -0.7416 -0.5419
H -0.5523 -0.6822 1.7325
H -1.0052 -2.3520 1.3550
H -2.2510 -1.2154 1.8885
H -0.6751 -0.8378 -1.9272
H 0.3715 -1.2458 -0.5911
C 1.4183 1.8652 -0.6082
O 2.4851 1.0279 -0.0850
H 1.7625 2.5673 -1.3599
H 0.6804 1.1355 -0.9134
H 1.0315 2.4430 0.2343
H 2.9734 1.4853 0.6009
*
```

Atomic partial charges in e from the Mulliken method, atoms 1 to 6: number 1, C, carries -0.987; number 2, C, carries 0.693; number 3, N, carries -0.433; number 4, O, carries -0.625; number 5, H, carries 0.306; number 6, H, carries 0.296

=====

[10]
Here is a cluster of 2 separate species, C3H9NO2 in total from the OMol25 dataset. Energies are from wB97M-V/def2-TZVPD.

SMILES: CC(=O)O.CN
HOMO level: -9.43 eV
lowest unoccupied orbital energy: 0.783 eV

Geometry as ORCA input:
```
! wB97M-V def2-TZVPD RIJCOSX def2/J DEFGRID3
* xyz 0 1
C -0.2522 -1.1019 1.3922
C 0.7672 -1.7793 0.5338
O 1.8526 -2.1122 0.9344
O 0.2782 -2.2456 -0.6324
H -0.6628 -1.8872 1.9922
H -0.9414 -0.4266 0.9112
H 0.2615 -0.4382 2.0870
H 0.5418 -3.0619 -1.0196
C -0.4876 1.9818 -1.3765
N 0.0359 1.3983 -0.1176
H -0.0539 2.9603 -1.5953
H -1.5757 1.9827 -1.3682
H -0.2266 1.3348 -2.2158
H -0.5667 1.8347 0.5619
H 1.0297 1.5603 -0.0873
*
```

Atomic partial charges in e from the Mulliken method, atoms 1 to 6: number 1, C, carries -0.802; number 2, C, carries 0.645; number 3, O, carries -0.555; number 4, O, carries -0.474; number 5, H, carries 0.307; number 6, H, carries 0.286

=====

[11]
Here is a cluster of 2 separate species, C3H9NO2 in total from the OMol25 dataset. Energies are from wB97M-V/def2-TZVPD.

SMILES: NCCC=O.O
HOMO level: -9.52 eV
lowest unoccupied orbital energy: 0.672 eV

Geometry as ORCA input:
```
! wB97M-V def2-TZVPD RIJCOSX def2/J DEFGRID3
* xyz 0 1
N -1.8446 -1.6143 2.4356
C -1.6733 -0.5462 1.4680
C -1.3664 -0.9316 0.0483
C -0.6988 0.1007 -0.9199
O 0.4237 0.5841 -0.6583
H -0.9761 -1.5054 2.9573
H -1.9727 -2.6090 2.0025
H -2.5919 -0.0461 1.3985
H -1.0308 0.2708 1.7333
H -2.1920 -1.4576 -0.4685
H -0.7120 -1.7703 0.0934
H -1.2360 0.6291 -1.6986
O 4.2653 2.2095 -2.0145
H 3.6369 1.6113 -2.4713
H 4.9056 2.0913 -2.7908
*
```

Atomic partial charges in e from the Mulliken method, atoms 1 to 6: number 1, N, carries -0.597; number 2, C, carries -0.625; number 3, C, carries -0.509; number 4, C, carries -0.079; number 5, O, carries -0.474; number 6, H, carries 0.272

=====

[12]
Here is a cluster of 2 separate species, C3H9NO2 in total from the OMol25 dataset. Energies are from wB97M-V/def2-TZVPD.

SMILES: CC(=O)O.CN
HOMO level: -9.79 eV
lowest unoccupied orbital energy: 0.895 eV

Geometry as ORCA input:
```
! wB97M-V def2-TZVPD RIJCOSX def2/J DEFGRID3
* xyz 0 1
C -0.8554 0.8136 -2.8773
C -0.8718 1.1123 -1.4137
O -1.5337 1.9436 -0.8521
O 0.0202 0.3509 -0.7143
H -0.5234 -0.2004 -3.0639
H -0.1885 1.5651 -3.3101
H -1.8167 0.9954 -3.3484
H -0.3220 0.2624 0.1366
C 0.9490 -1.5296 2.0618
N 0.4492 -0.1686 2.2946
H 1.5707 -1.9982 2.8227
H 1.5236 -1.5125 1.1409
H 0.0939 -2.1890 1.9062
H 1.0381 0.5659 1.9220
H 0.4668 -0.0111 3.2951
*
```

Atomic partial charges in e from the Mulliken method, atoms 1 to 6: number 1, C, carries -0.902; number 2, C, carries 0.678; number 3, O, carries -0.541; number 4, O, carries -0.421; number 5, H, carries 0.288; number 6, H, carries 0.240

=====

Respective maximum force values: 1.2 4.2 5.7 3.6 3.3 1.0 5.0 2.6 2.0 2.8 4.2 3.1 eV/Å.
Respective energy relative to the best compared isomer or geometry (same formula, charge and spin) values: 13.8 177.9 61.9 50.4 73.0 17.9 84.6 24.6 21.6 33.4 64.3 20.6 kcal per mole.